Entry 1:
Density functional theory data (wB97M-V/def2-TZVPD) for C38H37N2OP2PdS as an isolated structure.

Properties
charge: +3
E_LUMO: -0.326 Eh
orbital gap: 6.5 eV

Structure (XYZ):
```
82
Properties=species:S:1:pos:R:3:forces:R:3
Pd -0.5392 0.2634 -0.2942 0.378 -0.657 0.406
O -0.4311 -1.2426 2.6940 -0.147 0.002 -0.123
S -0.6310 -0.0190 1.9375 0.395 0.373 -0.180
C -2.0881 0.8269 2.4896 -0.058 -0.057 -0.024
C -2.3213 0.9586 3.8531 0.076 0.029 -0.008
C -3.4855 1.5869 4.2655 -0.039 0.022 0.008
C -4.4026 2.0434 3.3252 0.000 0.003 0.015
C -4.1907 1.8382 1.9676 0.004 -0.021 0.028
C -3.0337 1.2023 1.5303 0.045 0.002 0.005
P -2.8057 0.6217 -0.1818 -0.204 0.114 -0.217
C -3.6769 1.7073 -1.3204 -0.111 0.016 0.094
C -2.9663 2.6086 -2.1111 0.046 -0.024 -0.049
C -3.6407 3.4555 -2.9778 0.009 -0.003 0.012
C -5.0259 3.4056 -3.0581 -0.010 -0.011 0.007
C -5.7384 2.4938 -2.2889 0.016 0.001 -0.008
C -5.0679 1.6390 -1.4280 -0.004 0.037 0.005
C -3.6372 -0.9753 -0.2623 -0.103 0.055 0.060
C -4.1302 -1.6222 0.8675 0.027 -0.048 0.024
C -4.7431 -2.8620 0.7375 0.004 0.010 0.002
C -4.8653 -3.4513 -0.5113 0.001 0.002 -0.003
C -4.3704 -2.8078 -1.6410 0.007 0.009 0.001
C -3.7559 -1.5739 -1.5194 0.018 -0.033 -0.027
C 0.7963 1.0568 2.2179 -0.023 -0.100 -0.103
C 0.8810 1.9945 3.2269 -0.045 0.024 -0.004
C 2.0445 2.7502 3.3612 0.033 -0.002 -0.015
C 3.1132 2.5489 2.5027 -0.005 -0.003 0.033
C 3.0409 1.5775 1.5064 -0.002 -0.028 0.079
C 1.8817 0.8280 1.3441 0.732 -0.142 0.079
P 1.7202 -0.4497 0.0595 -2.667 0.352 -0.096
C 1.6771 -2.1603 0.5571 0.917 0.066 -0.049
C 1.1304 -3.1230 -0.2923 -0.010 -0.023 -0.004
C 1.1475 -4.4472 0.1050 -0.040 -0.002 -0.002
C 1.7143 -4.8075 1.3238 -0.006 0.000 -0.015
C 2.2744 -3.8463 2.1516 0.000 0.025 0.027
C 2.2718 -2.5151 1.7673 -0.072 -0.022 0.045
C 1.7647 -0.0103 -1.6963 0.747 -0.180 -0.064
C 2.8909 0.5233 -2.3254 -0.073 0.056 -0.019
C 2.8523 0.8063 -3.6824 -0.010 0.001 -0.016
C 1.6975 0.5659 -4.4227 0.020 0.016 0.013
C 0.5679 0.0477 -3.8074 0.058 0.073 0.013
C 0.5993 -0.2557 -2.4504 -0.090 0.117 0.086
H -1.6144 0.5693 4.5758 -0.009 -0.003 -0.007
H -3.6807 1.7174 5.3214 -0.002 -0.010 -0.007
H -5.3104 2.5308 3.6558 0.012 0.008 -0.004
H -4.9419 2.1488 1.2533 -0.005 -0.003 -0.007
H -1.8802 2.6049 -2.0810 -0.039 0.002 0.021
H -3.0926 4.1457 -3.6063 -0.004 -0.010 -0.005
H -5.5516 4.0641 -3.7367 0.002 -0.006 0.009
H -6.8158 2.4411 -2.3695 0.006 -0.001 -0.002
H -5.6250 0.9069 -0.8551 0.004 0.007 0.002
H -4.0486 -1.1732 1.8496 -0.012 0.009 -0.010
H -5.1325 -3.3615 1.6144 0.001 0.003 -0.006
H -5.3534 -4.4118 -0.6094 0.008 0.005 0.003
H -4.4739 -3.2659 -2.6155 -0.002 0.004 0.006
H -3.3892 -1.0672 -2.4065 -0.015 0.010 0.001
H 0.0472 2.1635 3.8951 0.009 -0.005 -0.004
H 2.1117 3.4885 4.1491 -0.001 0.003 -0.010
H 4.0223 3.1225 2.6256 -0.008 0.003 0.002
H 3.9029 1.3918 0.8779 -0.004 0.006 0.000
H 0.7023 -2.8554 -1.2498 -0.003 0.013 -0.001
H 0.7208 -5.2034 -0.5398 0.006 -0.002 0.005
H 1.7266 -5.8472 1.6223 -0.003 0.005 -0.002
H 2.7257 -4.1316 3.0919 -0.008 -0.001 -0.006
H 2.7152 -1.7667 2.4131 0.002 0.000 -0.019
H 3.8073 0.6739 -1.7684 -0.005 0.000 -0.006
H 3.7422 1.1755 -4.1763 -0.009 -0.009 0.000
H 1.6912 0.7541 -5.4884 -0.002 0.006 0.007
H -0.3241 -0.1626 -4.3827 0.011 -0.005 -0.001
H -0.2997 -0.7710 -2.0583 0.234 -0.147 0.040
N 1.6885 5.8437 -2.8086 -0.002 0.001 -0.001
C 0.9460 5.2377 -1.6353 0.027 0.024 -0.013
C 0.9714 3.7071 -1.6699 -0.006 0.014 0.040
N 0.2446 3.1119 -0.5547 0.038 0.132 -0.072
H 1.6275 6.8661 -2.7955 0.006 0.001 0.000
H 1.3052 5.5290 -3.7036 -0.004 0.003 -0.002
H 2.6822 5.6007 -2.7965 0.002 -0.004 -0.002
H -0.0710 5.6238 -1.6858 -0.014 -0.014 0.001
H 1.4224 5.6274 -0.7372 -0.006 -0.001 0.013
H 2.0030 3.3484 -1.6388 0.004 -0.013 -0.008
H 0.5400 3.3439 -2.6080 -0.023 0.022 -0.003
H -0.6899 3.5025 -0.4786 -0.011 -0.062 0.028
H 0.7189 3.2839 0.3266 0.007 -0.033 0.006
```
Positions in Å, forces in eV/Å.

These are the Löwdin partial charges, in e, on atoms 1 to 4: number 1, Pd, carries 0.455; number 2, O, carries -0.337; number 3, S, carries 0.853; number 4, C, carries -0.373

=====

Entry 2:
Density functional theory data (wB97M-V/def2-TZVPD) for a 9-piece molecular cluster, C38H37N9O10 overall.

Properties
2S+1: 2
expectation value of S²: 0.7666
charge: -1
E_LUMO (alpha / beta): 0.026 / 0.026 Eh
orbital gap (alpha / beta): 3.1 / 6.7 eV

Structure (XYZ):
```
94
Properties=species:S:1:pos:R:3:forces:R:3
C 2.9489 -4.9911 3.2176 -0.730 0.169 0.156
C 3.6260 -5.5823 4.3420 1.399 0.000 1.079
N 4.2139 -6.0505 5.2178 -0.517 0.179 -0.506
H 3.4009 -5.3657 2.2992 -0.500 -0.033 -0.055
H 2.9256 -3.9016 3.1989 0.535 -0.029 0.192
H 1.9086 -5.2585 3.4031 -0.218 -0.272 -0.884
C -1.2004 5.6112 -2.5035 0.837 0.381 -0.788
C 0.0657 6.4474 -2.5652 -1.119 -0.410 0.713
N 1.0146 7.1044 -2.5771 -0.482 -0.473 -0.040
H -2.1203 6.1501 -2.2764 0.410 0.423 0.148
H -1.1569 4.7519 -1.8344 0.396 0.172 0.053
H -1.3488 5.2305 -3.5141 -0.065 -0.197 -0.020
C 1.9260 6.1031 0.8531 -0.564 -0.057 -1.177
C 2.4697 5.1066 1.7022 1.422 -1.991 2.588
N 2.8619 4.3074 2.4530 -0.631 1.134 -1.340
H 0.8467 6.0071 0.9709 -0.109 0.650 -0.007
H 2.1268 5.7824 -0.1692 0.062 0.360 -0.199
H 2.3326 7.0996 1.0257 -0.250 -0.137 0.067
C 0.6849 2.4241 4.5296 -0.472 0.068 1.004
C -0.6009 1.6804 4.4412 -0.281 -0.388 -1.087
N -1.5925 1.0804 4.3796 1.339 0.796 0.181
H 1.1221 2.0325 5.4481 0.309 0.277 0.070
H 0.4953 3.4897 4.6590 -0.237 -0.050 0.222
H 1.4578 2.4042 3.7612 -0.608 -0.725 -0.401
C -4.3295 -2.1873 0.5458 0.326 -0.937 0.020
C -3.2376 -1.9335 1.3703 -0.433 0.226 0.018
C -2.5019 -2.9360 1.9761 -0.613 -0.818 0.226
C -2.9667 -4.2437 1.8125 0.831 -0.365 -0.694
C -4.0517 -4.5490 0.9912 0.056 0.320 0.236
C -4.7182 -3.5314 0.3262 0.363 0.686 0.498
N -2.1701 -5.3905 2.3898 -0.303 1.094 1.487
O -1.0115 -5.1943 2.7049 0.050 0.336 -0.668
O -2.7697 -6.3951 2.6927 -0.526 -0.532 -0.640
H -4.7734 -1.2980 0.1235 -0.494 -0.296 -0.316
H -2.9800 -0.9002 1.5501 0.083 -0.033 0.096
H -1.6739 -2.6883 2.6238 0.144 -0.216 -0.080
H -4.4516 -5.5421 0.8497 0.474 -0.246 0.224
H -5.5227 -3.8947 -0.2961 -0.212 0.680 -0.212
C -0.7713 1.7013 0.3207 -1.514 -0.978 -0.132
C -1.3014 0.4155 0.0540 1.648 0.261 1.235
C -0.5389 -0.7089 0.4510 0.895 0.453 -0.164
C 0.7321 -0.5617 1.0977 -1.306 1.547 -0.200
C 1.1716 0.7580 1.3642 0.551 -1.308 -0.074
C 0.4137 1.8397 0.9874 0.061 0.289 0.012
N 1.5435 -1.7407 1.5286 -0.417 0.096 -1.943
O 1.1610 -2.8400 1.1765 -0.771 -0.147 0.176
O 2.6180 -1.5697 2.0393 0.601 0.813 0.923
H -1.3701 2.5766 0.1165 -0.244 -0.047 -0.254
H -2.3241 0.3229 -0.2804 0.112 -0.035 -0.456
H -0.9047 -1.6885 0.1809 0.100 -0.104 0.316
H 2.1314 1.0080 1.7916 0.058 -0.603 0.399
H 0.7203 2.8337 1.2779 0.313 0.047 -0.081
C -3.5922 4.2963 -5.2366 1.234 -0.729 -2.407
C -4.2365 5.2451 -4.5119 0.425 0.198 0.448
C -4.3856 5.0095 -3.1811 -1.507 0.736 0.752
C -4.0267 3.7914 -2.5772 -0.309 -1.202 1.442
C -3.4673 2.7366 -3.3858 -0.418 1.598 -0.863
C -3.2630 3.0399 -4.7648 -0.224 -0.706 2.515
N -4.3657 3.5463 -1.1709 -0.093 1.941 -4.199
O -5.2847 4.2127 -0.6511 -0.743 0.982 0.466
O -3.7502 2.6770 -0.5662 1.802 -2.644 1.476
H -3.2300 4.5782 -6.2142 -0.332 -0.227 -0.503
H -4.5438 6.1554 -5.0052 -0.023 0.221 0.270
H -4.9267 5.7897 -2.6663 0.032 -0.309 0.775
H -3.3149 1.7615 -2.9471 0.140 0.017 -0.037
H -2.8953 2.2651 -5.4213 0.235 0.064 -0.101
C -1.3137 -4.3090 -1.5982 -0.527 -2.239 -0.403
C -0.9074 -3.6690 -2.7660 -0.171 0.424 0.775
C -0.9875 -4.2701 -3.9970 0.625 -2.161 -1.141
C -1.3752 -5.6440 -4.1167 -0.484 2.461 0.815
C -1.8244 -6.2739 -2.9551 0.311 -0.617 -0.195
C -1.7945 -5.6484 -1.6937 0.710 1.362 -1.123
N -1.4761 -6.2844 -5.4655 -0.232 -2.600 -0.505
O -1.6371 -7.5166 -5.5065 0.127 1.122 1.280
O -1.4130 -5.6809 -6.5126 0.286 1.582 0.804
H -1.2033 -3.9078 -0.6016 -0.015 0.431 -0.076
H -0.5127 -2.6667 -2.6889 0.054 0.103 -0.111
H -0.5250 -3.8205 -4.8633 -0.366 0.345 -0.144
H -2.1045 -7.3114 -3.0627 -0.243 -0.083 0.178
H -2.0882 -6.1802 -0.8008 -0.065 -0.105 -0.068
C 5.8855 2.2245 0.2037 -0.087 0.233 0.384
C 4.9254 1.6241 0.9955 0.522 0.309 0.844
C 5.3352 0.9308 2.1301 0.309 -1.912 -0.236
C 6.6792 0.5755 2.3138 0.112 1.769 -1.148
C 7.6730 1.1728 1.4786 -1.273 -0.519 0.964
C 7.2431 2.0371 0.4729 0.049 -0.831 -0.270
N 7.0564 -0.4250 3.3264 -0.615 -1.496 0.477
O 8.2222 -0.6845 3.4926 1.225 0.786 -0.385
O 6.1989 -1.0838 3.9035 -0.577 1.128 -0.530
H 5.5272 2.9067 -0.5530 0.329 -0.138 -0.420
H 3.8716 1.7296 0.7839 0.031 0.169 0.031
H 4.6102 0.4076 2.7360 -0.134 0.130 0.207
H 8.7140 0.9469 1.6564 0.010 -0.025 -0.131
H 7.9724 2.3908 -0.2409 0.114 0.404 0.176
```
Positions in Å, forces in eV/Å.

These are the Löwdin partial charges, in e, on atoms 1 to 4: number 1, C, carries -0.072; number 2, C, carries -0.299; number 3, N, carries 0.113; number 4, H, carries 0.092

=====

- Number 1 is which compound?
  C38H37N2OP2PdS

=====

- Number 1 is which compound?
  C38H37N2OP2PdS